(1)
Here is 8 unconnected molecules or ions with the total composition C32H74NO18P2S5 from the OMol25 dataset. Energies are from ωB97M-V with the def2-TZVPD basis set.

The geometry in XYZ format:
```
132
Properties=species:S:1:pos:R:3
N -2.7559 -1.2282 12.1166
H -2.2412 -0.3478 12.1778
H -2.1173 -1.9599 12.4612
H -3.0696 -1.5674 11.2053
H -3.6212 -1.1968 12.6787
C 3.0528 1.7546 11.2364
C 1.8069 2.6412 11.1049
C 0.8265 1.8231 10.2607
S 1.0456 0.0829 10.7061
O 1.2841 -0.6133 9.4659
O -0.0186 -0.3545 11.5894
C 2.6001 0.3553 11.6378
H 3.8751 2.1608 11.8250
H 3.4997 1.7822 10.2358
H 2.0318 3.5637 10.5697
H 1.3536 2.9502 12.0483
H 1.0651 1.8378 9.1951
H -0.2075 2.1683 10.2776
H 3.2093 -0.5241 11.4360
H 2.3395 0.3250 12.6948
C -8.6173 -2.0703 13.5923
C -9.0042 -0.9023 12.6773
C -7.6570 -0.3785 12.1332
S -6.6092 -0.3278 13.6518
O -6.8269 0.8996 14.3744
O -5.2535 -0.7022 13.2739
C -7.4582 -1.7200 14.5235
H -8.3999 -2.9827 13.0415
H -9.5227 -2.2904 14.1677
H -9.5428 -0.0836 13.1505
H -9.6188 -1.2379 11.8423
H -7.7227 0.6392 11.7593
H -7.1878 -1.0818 11.4510
H -7.5234 -1.5707 15.5949
H -6.7337 -2.5339 14.4593
C -5.4988 -1.4931 6.9664
C -4.6144 -0.3143 6.4987
C -4.0563 0.4281 7.7337
S -5.1671 -0.0084 9.1039
O -5.8131 1.1363 9.7149
O -4.4441 -0.9674 9.9158
C -6.3375 -0.9539 8.1168
H -4.8596 -2.3169 7.2948
H -6.1243 -1.9223 6.1853
H -5.2025 0.3624 5.8753
H -3.8547 -0.6508 5.7921
H -4.2010 1.4891 7.5465
H -3.0572 0.1200 8.0222
H -7.0585 -0.2314 7.7306
H -6.8193 -1.6582 8.7901
C -1.9780 -4.7560 7.1257
C -1.6270 -3.2970 6.8872
C -0.5327 -2.9371 7.8938
S -0.9866 -3.8284 9.4098
O -1.5957 -2.9188 10.3452
O 0.1498 -4.6407 9.8125
C -2.2704 -4.8751 8.6109
H -1.1274 -5.3452 6.7776
H -2.8638 -5.0408 6.5572
H -2.5019 -2.6731 7.1119
H -1.3139 -3.0281 5.8797
H -0.3956 -1.8855 8.1356
H 0.4397 -3.3156 7.5781
H -3.2253 -4.4147 8.8580
H -2.1398 -5.8448 9.0853
C 2.6883 -3.1233 13.2803
C 2.2077 -2.1762 14.3772
C 1.0396 -2.8680 15.0702
S 0.2115 -3.8425 13.7642
O -1.0703 -3.2571 13.4333
O 0.2134 -5.2590 14.0803
C 1.4570 -3.5186 12.4856
H 3.0984 -4.0297 13.7320
H 3.4758 -2.6944 12.6615
H 1.8117 -1.2535 13.9435
H 3.0064 -1.8667 15.0505
H 0.2940 -2.2106 15.5151
H 1.3605 -3.5149 15.8876
H 1.0552 -2.8106 11.7610
H 1.4832 -4.4669 11.9490
C 1.6916 2.1333 15.7453
C 0.2104 2.0475 15.4093
O -0.0699 2.7114 14.1652
P -1.5649 2.6205 13.6513
O -2.0678 1.2821 13.2927
O -1.5926 3.6328 12.4066
C -1.4874 5.0476 12.6084
C -0.0461 5.5203 12.5069
O -2.4703 3.3396 14.7713
C -3.8985 3.1526 14.6878
C -4.6003 4.4828 14.4233
H 2.2831 1.7465 14.9111
H 1.9693 3.1337 16.0661
H 1.9362 1.4366 16.5498
H -0.0669 0.9926 15.3936
H -0.3184 2.5661 16.2117
H -2.0808 5.5002 11.8122
H -1.9294 5.3888 13.5438
H 0.0331 6.6012 12.4010
H 0.5337 5.1868 13.3689
H 0.4551 5.0854 11.6384
H -4.2279 2.4076 13.9654
H -4.2117 2.8300 15.6827
H -4.5961 4.7711 13.3712
H -5.6353 4.3826 14.7543
H -4.1679 5.3071 14.9916
C -4.9060 -1.9331 21.1405
C -4.7489 -1.9358 19.6382
O -5.3150 -0.7198 19.1082
P -5.0793 -0.4213 17.5721
O -5.5902 -1.4620 16.6572
O -5.6716 1.0493 17.4050
C -7.0622 1.3493 17.4501
C -7.3779 1.9667 18.8117
O -3.5238 -0.1498 17.4597
C -2.9459 0.1008 16.1602
C -2.3432 -1.1802 15.6445
H -4.3650 -2.7482 21.6122
H -4.4982 -0.9954 21.5236
H -5.9675 -1.9151 21.3934
H -3.6741 -1.9262 19.4218
H -5.1456 -2.8158 19.1311
H -7.2986 2.0389 16.6370
H -7.6921 0.4795 17.2358
H -8.4616 2.1063 18.9334
H -7.1664 1.2212 19.5760
H -6.9689 2.9668 18.9169
H -3.6700 0.5540 15.4839
H -2.1510 0.8372 16.2807
H -1.5619 -0.9621 14.9128
H -1.8461 -1.7137 16.4571
H -3.1097 -1.8284 15.2216
```

Properties
- Gap between HOMO and LUMO: 10.46 eV
- Energy relative to the best compared isomer or geometry (same formula, charge and spin): 0.795 eV
- HOMO level: -12.01 eV
- Net charge: +1

---

(2)
Here is a gas-phase ion, CH7N2O (charge +1) from the OMol25 dataset. Energies are from ωB97M-V with the def2-TZVPD basis set.

The geometry in XYZ format:
```
11
Properties=species:S:1:pos:R:3
N 0.9034 -0.4672 -0.9374
C 0.4982 0.1946 0.2600
N -0.8747 -0.6000 0.5921
O -0.2157 1.3469 -0.1324
H 1.8609 -0.5393 -1.1714
H 0.4205 -0.1998 -1.7646
H 1.1909 0.1276 1.1407
H -1.6347 0.1970 0.4799
H -1.0087 -1.0293 1.4856
H -1.2241 -1.1780 -0.2376
H 0.0840 2.1474 0.2851
```

Properties
- Gap between HOMO and LUMO: 11.53 eV
- Energy relative to the best compared isomer or geometry (same formula, charge and spin): 1.933 eV
- HOMO level: -15.06 eV
- Net charge: +1

---

(3)
Here is a molecular structure, C42H38GeN2O2P2RhS from the OMol25 dataset. Energies are from ωB97M-V with the def2-TZVPD basis set.

The geometry in XYZ format:
```
89
Properties=species:S:1:pos:R:3
Rh -0.6186 0.7146 -0.0345
O 0.8224 1.8469 -1.1342
P 2.2239 2.1409 -0.6437
C 3.2159 0.5890 -0.4341
P 2.2615 -0.7407 0.4007
O 0.9733 -0.1079 0.9043
C 3.2242 -1.2050 1.8376
C 4.0414 -2.3581 1.7394
C 4.4612 -2.9134 2.9520
C 3.9501 -2.5021 4.1709
C 3.2615 -1.2928 4.2788
C 2.9306 -0.6294 3.0988
C 2.1617 -2.2552 -0.5889
C 1.3770 -3.2711 -0.0739
C 0.9535 -4.3381 -0.8554
C 1.3970 -4.4573 -2.1713
C 2.3355 -3.5623 -2.6204
C 2.6508 -2.4107 -1.8874
C 3.1367 3.1633 -1.7822
C 2.4396 4.1978 -2.4126
C 2.9831 5.0583 -3.3595
C 4.2952 4.8066 -3.7262
C 5.0513 3.7629 -3.1610
C 4.4939 2.9522 -2.1917
C 2.2715 2.9965 0.9472
C 1.0889 3.2543 1.6822
C 1.1719 3.7613 2.9437
C 2.4000 4.1032 3.5309
C 3.5337 4.0393 2.7118
C 3.4902 3.5282 1.4364
H 4.1349 0.7568 0.1773
H 3.4775 0.2121 -1.4168
H 4.3229 -2.7923 0.7479
H 5.2143 -3.7017 2.9984
H 4.1522 -3.0451 5.0715
H 2.8737 -0.9765 5.2058
H 2.3707 0.2796 3.1555
H 0.9648 -3.1840 0.9184
H 0.1890 -4.9953 -0.4314
H 1.0764 -5.2827 -2.7594
H 2.8282 -3.7312 -3.5553
H 3.3525 -1.7278 -2.3404
H 1.3989 4.2867 -2.1911
H 2.3940 5.8638 -3.7593
H 4.7229 5.3423 -4.5715
H 6.0647 3.6079 -3.4660
H 5.0762 2.1476 -1.7287
H 0.1092 3.0354 1.2442
H 0.2588 3.7813 3.5043
H 2.4446 4.4226 4.5773
H 4.4894 4.4227 3.0720
H 4.3720 3.4717 0.8090
C -5.3266 0.9905 3.9846
C -4.1893 0.5407 3.1223
C -3.1017 -0.2867 3.5759
C -1.9874 -0.4062 2.8047
N -1.9282 0.2396 1.5955
C -3.0249 0.9131 1.1753
S -2.8275 1.7689 -0.3510
N -4.1510 1.0136 1.8734
H -5.1794 0.7424 5.0692
H -6.2133 0.4270 3.6108
H -5.5492 2.0399 3.8610
H -3.2795 -0.8370 4.4863
H -1.1412 -1.0393 3.0486
Ge -2.1217 -0.7186 -1.4905
C -3.5329 -0.1242 -2.6467
C -3.1682 0.7402 -3.6556
C -4.1495 1.2674 -4.5437
C -5.4976 0.9874 -4.3972
C -5.8539 -0.0289 -3.4866
C -4.9180 -0.5327 -2.5742
C -2.9727 -2.3354 -0.8202
C -2.6140 -3.5943 -1.3146
C -3.2899 -4.7152 -0.8243
C -4.4054 -4.5759 -0.0072
C -4.7640 -3.3094 0.4420
C -4.0278 -2.1977 0.0496
H -1.1762 -1.3165 -2.5646
H -2.1282 1.0770 -3.7962
H -3.8577 1.8746 -5.4152
H -6.2207 1.4439 -5.0032
H -6.8080 -0.5576 -3.5645
H -5.2099 -1.2125 -1.7922
H -1.8169 -3.7499 -2.0682
H -2.8549 -5.7186 -0.9634
H -4.9347 -5.4767 0.2792
H -5.5974 -3.1591 1.1458
H -4.4473 -1.2388 0.3349
```

Properties
- Gap between HOMO and LUMO (spin up / spin down): 5.88 / 3.77 eV
- HOMO level (spin up / spin down): -15.75 / -15.77 eV
- Multiplicity: 5
- Net charge: +3

---

(4)
Here is C6H6F2 in the gas phase from the OMol25 dataset. Energies are from ωB97M-V with the def2-TZVPD basis set.

The geometry in XYZ format:
```
14
Properties=species:S:1:pos:R:3
F -2.9728 0.9031 0.0252
C -2.8443 -0.4742 -0.1288
C -1.6694 -1.1089 0.0742
C -0.2650 -0.5024 0.1788
C 0.2010 0.7522 0.0182
C 1.6839 1.0984 -0.0011
C 2.8206 0.3327 -0.0814
F 2.9647 -0.9845 -0.0676
H -3.7795 -0.9159 -0.4293
H -1.7348 -2.1713 0.0239
H 0.5307 -1.2815 0.4138
H -0.4161 1.6957 -0.3279
H 2.0215 2.1466 0.3156
H 3.8902 0.6725 0.0257
```

Properties
- Gap between HOMO and LUMO: 8.87 eV
- Energy relative to the best compared isomer or geometry (same formula, charge and spin): 2.268 eV
- HOMO level: -8.58 eV

---

(5)
Here is a molecular structure, C32H39Cl3KN7SSi from the OMol25 dataset. Energies are from ωB97M-V with the def2-TZVPD basis set.

The geometry in XYZ format:
```
84
Properties=species:S:1:pos:R:3
K -1.1279 0.3063 0.0231
C -3.9839 -2.9624 -2.3330
C -5.3199 -2.6328 -2.0369
C -5.5880 -1.5451 -1.2576
C -4.5263 -0.7358 -0.7435
N -3.2210 -1.0887 -1.0110
C -3.0090 -2.1513 -1.7756
C -4.7839 0.4243 0.0445
C -6.1034 0.9364 0.2291
C -6.3114 2.0552 0.9761
C -5.2186 2.7183 1.5716
C -3.9574 2.1786 1.3489
N -3.7238 1.0849 0.6328
C -2.7336 2.8562 1.9507
C -2.8345 4.0281 2.6983
C -1.6831 4.6018 3.2150
C -0.4590 4.0030 2.9781
C -0.4473 2.8392 2.2243
N -1.5510 2.2817 1.7311
H -3.7125 -3.8088 -2.9494
H -6.1377 -3.2400 -2.4128
H -6.6137 -1.3098 -1.0133
H -1.9638 -2.3837 -1.9558
H -6.9453 0.4567 -0.2500
H -7.3158 2.4473 1.0989
H -5.3731 3.6127 2.1523
H -3.7930 4.4926 2.8719
H -1.7491 5.5148 3.7959
H 0.4710 4.4058 3.3573
H 0.4816 2.3231 2.0242
C 1.0385 -2.0951 -4.6345
C 0.5168 -0.9083 -3.8514
N 0.7815 -1.1516 -2.4486
C 0.5016 -2.3494 -1.8352
N 0.2027 -2.3528 -0.5926
C 0.0520 -3.6050 0.1130
C 0.6360 -4.7969 -0.6305
C 0.1752 -4.7242 -2.0726
N 0.6427 -3.4801 -2.6522
C 0.4099 -3.3594 -4.0810
H 2.1247 -2.1506 -4.5271
H 0.7988 -1.9951 -5.6951
H -0.5554 -0.7667 -4.0492
H 1.0189 0.0170 -4.1336
H 0.7290 -0.3598 -1.8261
H -1.0173 -3.7778 0.2982
H 0.5208 -3.4986 1.0952
H 0.3263 -5.7389 -0.1713
H 1.7286 -4.7510 -0.6094
H -0.9246 -4.7957 -2.1178
H 0.5829 -5.5431 -2.6743
H -0.6713 -3.3578 -4.3006
H 0.8321 -4.2502 -4.5578
S 1.9328 0.1892 2.4525
C 2.6235 1.6398 3.2822
N 2.9917 2.6576 2.4347
C 3.5256 3.8473 2.9147
C 3.5404 4.0799 4.2603
C 3.0771 3.1096 5.1657
C 2.6536 1.8503 4.6262
H 3.0682 2.3960 1.4566
H 3.8510 4.5610 2.1737
H 3.9185 5.0334 4.6102
H 3.0947 3.2867 6.2316
H 2.3363 1.0407 5.2722
Cl -1.1366 2.5922 -4.0887
Si 0.0773 2.5197 -2.2529
Cl 2.0522 2.6459 -3.2117
Cl -0.1175 4.6056 -1.6274
C 3.9935 -1.8600 1.0648
C 3.8391 -0.4530 0.4789
C 3.9237 -0.5649 -1.0450
C 5.0268 0.3963 0.9669
C 2.4602 0.1098 0.8135
H 4.9511 -2.3026 0.7640
H 3.1813 -2.4972 0.7076
H 3.9493 -1.8432 2.1554
H 4.9108 -0.9256 -1.3600
H 3.7496 0.4043 -1.5204
H 3.1603 -1.2486 -1.4191
H 5.9895 -0.0685 0.7156
H 4.9891 0.5297 2.0502
H 5.0071 1.3870 0.5034
H 2.1640 0.9642 0.1937
```

Properties
- Gap between HOMO and LUMO (spin up / spin down): 4.05 / 4.38 eV
- Energy relative to the best compared isomer or geometry (same formula, charge and spin): 0.355 eV
- HOMO level (spin up / spin down): 0.00 / -0.34 eV
- Net charge: -2

---

(6)
Here is C26H28N2O3 in the gas phase from the OMol25 dataset. Energies are from ωB97M-V with the def2-TZVPD basis set.

The geometry in XYZ format:
```
59
Properties=species:S:1:pos:R:3
C -0.7080 -3.9075 0.1082
O -0.7957 -3.0437 -0.9981
C -0.4626 -1.7364 -0.8182
C -0.1043 -1.1616 0.3915
C 0.2145 0.1882 0.4731
C 0.5800 0.7759 1.8135
N 1.5545 -0.0779 2.4874
C 2.9316 0.1900 2.1209
C 3.1522 -0.1311 0.6683
C 3.0244 -1.4425 0.2275
C 3.1545 -1.7506 -1.1129
C 3.4264 -0.7498 -2.0307
C 3.5762 0.5552 -1.5982
C 3.4375 0.8624 -0.2557
C 1.2740 0.0278 3.9054
C -0.2444 0.0746 3.9083
N -0.5349 0.9132 2.7601
C -1.8861 0.7671 2.2579
C -2.1848 1.7472 1.1578
C -1.8265 3.0815 1.3005
C -2.0817 3.9870 0.2869
C -2.7009 3.5688 -0.8796
C -3.0717 2.2433 -1.0249
C -2.8170 1.3403 -0.0083
C 0.1871 0.9720 -0.6669
C -0.1690 0.4160 -1.8818
C -0.4941 -0.9231 -1.9600
O -0.8258 -1.5191 -3.1752
C -1.9148 -1.0890 -3.8306
C -2.0732 -1.8488 -5.1221
O -2.6491 -0.2229 -3.4405
H 0.3075 -3.9342 0.5155
H -1.4098 -3.6228 0.8991
H -0.9735 -4.8945 -0.2675
H -0.0471 -1.7523 1.2912
H 0.9917 1.7935 1.6462
H 3.2071 1.2412 2.3234
H 3.5605 -0.4545 2.7438
H 2.8117 -2.2180 0.9484
H 3.0429 -2.7719 -1.4467
H 3.5238 -0.9885 -3.0793
H 3.7955 1.3391 -2.3083
H 3.5476 1.8856 0.0752
H 1.6804 -0.8340 4.4382
H 1.6868 0.9509 4.3454
H -0.6583 0.5248 4.8138
H -0.6586 -0.9417 3.7987
H -2.1001 -0.2584 1.9091
H -2.5474 0.9711 3.1099
H -1.3367 3.3973 2.2096
H -1.7948 5.0224 0.4055
H -2.8925 4.2759 -1.6737
H -3.5392 1.8996 -1.9345
H -3.0967 0.3046 -0.1355
H 0.4329 2.0206 -0.6091
H -0.2026 1.0198 -2.7748
H -1.9039 -2.9075 -4.9486
H -1.3291 -1.4945 -5.8326
H -3.0665 -1.6801 -5.5262
```

Properties
- Gap between HOMO and LUMO: 8.70 eV
- Energy relative to the best compared isomer or geometry (same formula, charge and spin): 2.825 eV
- HOMO level: -7.97 eV

---

(7)
Here is a molecular structure, C22H49CeN2OP3S from the OMol25 dataset. Energies are from ωB97M-V with the def2-TZVPD basis set.

The geometry in XYZ format:
```
79
Properties=species:S:1:pos:R:3
Ce -0.4906 0.3099 0.1354
P 1.9306 -1.0524 1.6256
P 1.6383 2.3216 -0.3325
P -1.0386 -2.5185 -0.5051
H -0.8614 2.0155 -9.3222
C -1.8083 1.4747 -9.2037
C -2.9443 2.1141 -8.8935
H -2.9679 3.2007 -8.7499
C 3.2301 -2.0416 0.7882
C 3.0691 -0.0279 2.6362
C 1.3269 -2.3060 2.8368
C 0.8673 3.3854 -1.6155
C 2.0051 3.5455 0.9634
C 3.2766 2.0030 -1.0918
C -2.3230 -2.4263 -1.8082
C -1.8920 -3.5619 0.7187
C 0.1474 -3.6762 -1.2827
H -1.7915 0.3948 -9.3950
H -3.8989 1.5813 -8.8126
H 3.9257 -2.4242 1.5480
H 3.7644 -1.3857 0.0910
H 2.7740 -2.8704 0.2369
H 3.5935 -0.6754 3.3570
H 2.5390 0.7654 3.1783
H 3.8071 0.4474 1.9751
H 1.9506 -3.2087 2.7568
H 0.2862 -2.5777 2.6103
H 1.3629 -1.9186 3.8652
H 1.3363 4.3783 -1.5968
H -0.2089 3.4880 -1.4187
H 0.9887 2.9342 -2.6084
H 3.0025 3.9857 0.8249
H 1.9506 3.0700 1.9522
H 1.2517 4.3453 0.9336
H 3.7447 2.9351 -1.4426
H 3.1389 1.3230 -1.9457
H 3.9433 1.5153 -0.3663
H -2.9159 -3.3487 -1.7909
H -1.8606 -2.2995 -2.7945
H -2.9818 -1.5676 -1.6254
H -2.6405 -4.1851 0.2102
H -2.4061 -2.9225 1.4516
H -1.1789 -4.2066 1.2489
H -0.3812 -4.4753 -1.8218
H 0.7994 -4.1217 -0.5197
H 0.7703 -3.1146 -1.9931
C -1.2539 0.6576 -3.1681
C -0.0293 0.2759 -3.7720
C 0.0347 0.0907 -5.1438
C -1.0740 0.3673 -5.9421
C -2.2696 0.8118 -5.3645
C -2.3589 0.9809 -3.9860
O -1.3878 0.6897 -1.8438
H 0.9208 -0.4144 -0.9437
H 0.8325 0.1093 -3.1255
H 0.9702 -0.2692 -5.5827
H -1.0011 0.2563 -7.0219
H -3.1241 1.0319 -5.9965
H -3.2661 1.3439 -3.5098
C 1.5009 1.1970 5.4785
N 0.6014 0.1017 5.0995
C 0.3499 -0.8782 6.1747
C -0.4042 0.3418 4.1985
S -0.1153 1.2225 2.7404
N -1.6992 0.0405 4.5979
C -2.3462 1.1158 5.3853
C -2.6214 -0.5868 3.6348
H 1.5173 1.9465 4.6797
H 1.1377 1.6737 6.4059
H 2.5074 0.7908 5.6502
H -0.0811 -0.3938 7.0660
H -0.3304 -1.6638 5.8140
H 1.3092 -1.3298 6.4514
H -3.0353 1.7146 4.7650
H -2.9323 0.6497 6.1878
H -1.5856 1.7661 5.8327
H -2.5976 -0.1004 2.6384
H -2.3722 -1.6543 3.5250
H -3.6276 -0.5068 4.0668
```

Properties
- Gap between HOMO and LUMO (spin up / spin down): 5.44 / 4.26 eV
- Energy relative to the best compared isomer or geometry (same formula, charge and spin): 1.954 eV
- HOMO level (spin up / spin down): -15.67 / -15.64 eV
- Multiplicity: 2
- Net charge: +3